This record from the Open Molecules 2025 dataset describes a molecular structure, C26H26N3O4STeZn. The level of theory is wB97M-V/def2-TZVPD.

Atoms and positions in Å:
1 C -3.941 0.966 -0.168
2 C -2.590 4.062 1.210
3 C 1.176 -3.796 -0.619
4 H 0.687 -2.211 -4.275
5 H -0.610 4.261 1.881
6 C 1.824 1.379 -1.510
7 S -0.501 1.446 2.699
8 C -5.065 0.213 -0.406
9 N -0.376 0.390 -1.627
10 H -3.667 -2.036 -2.551
11 C 4.842 -3.191 0.160
12 C 0.376 -1.477 -3.541
13 H 3.709 -4.597 -0.995
14 H 0.593 -3.059 -1.177
15 H -5.713 4.403 2.452
16 H -5.811 -1.519 -1.482
17 O 0.459 0.728 3.525
18 C -4.942 -0.906 -1.277
19 C -3.664 4.646 1.874
20 C 0.868 0.389 -2.112
21 C 2.345 -2.039 0.770
22 C -1.256 4.741 1.143
23 C -4.993 2.754 1.283
24 H 6.106 -4.549 -0.936
25 H 1.418 -4.629 -1.280
26 H 4.345 0.371 2.005
27 N -2.766 0.640 -0.705
28 C -0.902 -1.492 -3.052
29 Zn -1.135 1.262 0.241
30 H 6.934 -3.093 -0.362
31 H 1.291 2.252 -1.137
32 O -1.554 0.501 2.130
33 C -3.745 -1.204 -1.864
34 O 0.221 1.962 1.435
35 C 3.498 -0.288 2.202
36 H -6.016 0.452 0.048
37 C 3.665 -3.721 -0.353
38 H 2.302 -0.472 -3.447
39 N -2.715 2.883 0.602
40 H 5.654 -1.635 1.387
41 H -5.928 2.213 1.299
42 H -1.344 5.803 1.367
43 C -3.893 2.237 0.625
44 Te 0.422 -1.258 1.328
45 H 0.537 -4.157 0.193
46 H -3.540 5.607 2.355
47 H -1.614 -2.231 -3.396
48 H 6.526 -4.382 0.768
49 C -4.869 3.976 1.925
50 H 2.574 0.285 2.115
51 H 2.318 0.912 -0.653
52 C 1.285 -0.508 -3.080
53 C 4.748 -2.067 0.970
54 C 3.522 -1.485 1.281
55 H -0.801 4.593 0.165
56 C -1.291 -0.531 -2.092
57 C 2.423 -3.166 -0.057
58 C 6.176 -3.838 -0.113
59 C -2.611 -0.410 -1.562
60 H 3.562 -0.618 3.242
61 O -1.135 2.558 3.384
62 H 2.582 1.681 -2.232

Summary:
- E_HOMO (alpha / beta) (eV) = -4.45 / -2.51
- total charge = -1
- LUMO (alpha / beta) (eV) = 2.6 / 2.0

Atomic partial charges in e from the natural (NBO) method, atoms 1 to 5: number 1, C, carries 0.1925; number 2, C, carries 0.2983; number 3, C, carries -0.6414; number 4, H, carries 0.2029; number 5, H, carries 0.2916

---

This record from the Open Molecules 2025 dataset describes 10 unconnected molecules or ions with the total composition C36H57F3N2O10S3. The level of theory is wB97M-V/def2-TZVPD.

Atoms and positions in Å:
1 H -0.021 0.341 1.859
2 C 1.664 -2.032 -7.652
3 C 5.227 0.074 -1.208
4 H 5.842 1.520 0.296
5 H 3.438 -0.663 -2.187
6 C -2.219 5.804 -0.954
7 H 2.490 3.702 3.030
8 O 3.345 2.050 0.157
9 H -0.375 1.151 3.830
10 C 2.091 3.257 3.840
11 H -3.060 6.173 -1.321
12 C -1.302 6.459 -0.274
13 H 0.377 3.816 4.615
14 C 1.181 -1.905 -5.183
15 H -1.637 -6.632 4.300
16 H 1.342 -0.087 -4.156
17 C 0.154 4.533 -0.623
18 H -3.134 -1.957 -0.310
19 O -0.243 0.565 -2.781
20 H 1.967 -2.536 -8.545
21 C 1.307 -1.199 -0.390
22 H 0.539 -2.334 -2.014
23 H -2.855 1.591 -1.705
24 H 4.852 -0.348 -0.236
25 H 0.210 3.217 2.834
26 H -2.331 -1.418 -5.140
27 C -3.703 0.904 -1.834
28 C -3.125 -2.058 2.860
29 H 3.742 1.837 3.893
30 O 2.247 -0.779 0.295
31 C 1.884 0.022 -6.397
32 H 0.478 -2.884 5.239
33 C 1.339 -2.412 -1.212
34 C 0.618 2.999 3.822
35 O -2.076 -2.123 -0.662
36 H -3.290 -3.300 4.296
37 H 2.448 1.327 -2.190
38 H -4.385 1.762 -1.964
39 C 1.551 -0.600 -5.113
40 H -2.181 -1.434 -1.972
41 C -4.760 -0.380 4.054
42 C 5.613 1.535 -0.746
43 S -3.918 -0.513 2.501
44 F -0.348 -6.866 2.046
45 S 1.702 0.833 4.536
46 C 0.844 -3.626 3.359
47 N -2.339 -0.891 -3.000
48 C 0.491 -4.756 2.463
49 H 1.436 -2.714 3.143
50 C -4.466 -1.673 4.789
51 C -3.651 -0.025 -2.937
52 C 0.106 1.654 4.420
53 H 0.714 -2.096 -4.274
54 H -1.431 -0.391 -2.923
55 H -2.308 -1.664 3.018
56 H -4.643 -3.296 3.325
57 C 3.550 1.462 -2.270
58 H -2.932 -2.666 1.846
59 H 0.966 6.475 0.304
60 C 1.261 -2.659 -6.483
61 S 4.107 2.378 -0.965
62 C 2.063 -0.654 -7.591
63 O -4.916 -0.721 1.483
64 H 6.494 1.931 -1.278
65 C 2.723 2.027 3.653
66 H -0.796 -1.073 -0.153
67 C -2.062 4.481 -1.479
68 C -0.158 0.637 0.608
69 H 2.273 -2.202 -1.910
70 O 1.700 -0.287 3.781
71 H 0.952 -4.694 1.414
72 H -3.710 -1.579 5.650
73 H -0.248 0.015 -1.331
74 N 0.061 -0.354 -0.375
75 H 0.381 1.598 0.434
76 H 2.662 3.855 4.546
77 C -0.229 -5.776 2.881
78 H -3.263 -2.343 -4.365
79 H -1.272 -4.533 5.985
80 H -5.833 0.033 3.857
81 H 1.326 4.257 -0.449
82 C 4.183 0.176 -2.268
83 H 6.020 -0.511 -1.545
84 H -4.088 0.488 -0.819
85 H -0.699 3.034 -1.655
86 H -5.376 -2.118 4.991
87 H -2.877 3.864 -1.971
88 H -4.102 0.410 4.424
89 H 1.493 -3.106 -0.650
90 O 2.129 0.845 5.881
91 C -0.054 5.891 -0.048
92 F 2.426 -0.119 -8.697
93 C -0.895 -5.723 4.145
94 H 0.896 -3.642 -6.312
95 O -2.825 0.466 2.404
96 C -0.667 -4.613 4.967
97 O -4.494 -0.097 -3.801
98 H 2.310 1.126 -6.477
99 H 2.684 1.680 2.667
100 H -0.155 1.535 -2.952
101 C 0.206 -3.645 4.532
102 H 3.811 1.933 -3.139
103 O 4.361 3.708 -1.439
104 H -1.301 0.703 0.543
105 C -2.267 -1.814 -4.189
106 H -1.436 -2.651 -4.166
107 F -1.419 7.834 0.247
108 C -3.906 -2.695 3.837
109 H 4.741 0.222 -3.217
110 C -0.830 3.877 -1.317
111 H -0.402 1.804 5.317

Summary:
- E_HOMO (eV) = -9.10
- ΔE to the lowest compared entry with this formula, charge and spin (kJ/mol) = 222.36
- total charge = 0
- LUMO (eV) = 0.2

Atomic partial charges in e from the Mulliken method, atoms 1 to 5: number 1, H, carries -0.3318; number 2, C, carries -0.4508; number 3, C, carries -0.6803; number 4, H, carries 0.5070; number 5, H, carries -1.0068

---

This record from the Open Molecules 2025 dataset describes C14H16N4O3S in the gas phase. The level of theory is wB97M-V/def2-TZVPD.

Atoms and positions in Å:
1 C 0.114 -1.743 0.412
2 H 0.060 -3.613 1.272
3 H 2.756 -1.809 -0.965
4 H 1.642 -3.249 0.527
5 N 2.803 -0.276 1.922
6 H 0.675 3.661 -1.126
7 H -4.295 3.164 3.938
8 H 0.648 -0.753 -2.920
9 H -1.966 0.118 1.569
10 C -0.945 1.349 0.143
11 H -2.767 0.363 0.038
12 C 2.763 -0.630 0.805
13 C 2.830 0.150 -1.538
14 O 2.321 1.446 -1.552
15 S 0.058 -3.918 -1.151
16 H -2.684 2.846 4.641
17 H -0.977 -1.640 0.111
18 C -3.250 2.873 3.692
19 C 0.612 -2.797 -2.382
20 N 3.958 -0.142 -2.110
21 H 4.345 0.635 -2.587
22 C 2.334 -0.915 -0.594
23 N -0.849 2.625 -0.096
24 C 1.055 1.679 -1.013
25 C -2.160 0.827 0.818
26 H 1.724 -2.884 -2.460
27 H -2.852 3.784 3.173
28 N 0.296 2.778 -0.826
29 H -0.889 -1.467 -2.116
30 O -3.429 2.880 0.772
31 C 0.228 -1.345 -2.066
32 H 0.199 -1.287 1.373
33 C 0.754 -0.815 -0.683
34 C -2.970 1.940 1.541
35 C 0.257 0.639 -0.547
36 H 0.224 -2.988 -3.315
37 C 0.582 -3.202 0.402
38 O -3.204 1.714 2.897

Summary:
- E_HOMO (eV) = -8.80
- ΔE to the lowest compared entry with this formula, charge and spin (kJ/mol) = 552.58
- total charge = 0
- LUMO (eV) = 0.5

Atomic partial charges in e from the natural (NBO) method, atoms 1 to 5: number 1, C, carries -0.4139; number 2, H, carries 0.2527; number 3, H, carries 0.2846; number 4, H, carries 0.2097; number 5, N, carries -0.2947